14
Properties=species:S:1:pos:R:3:forces:R:3:lowdin_charge:R:1 method="wB97M-V/def2-TZVPD" gap_ev=11.5 homo_ev=-11.01 relative_energy_ev=0.0000 lumo_energy_ev=0.5 smiles="O=C(O)O.O=CO.O"
C -0.7014 -1.6118 0.0018 2.610 2.607 0.211 -0.686
C 3.1903 0.1279 -0.1563 -1.527 0.279 0.769 -0.342
O -0.8257 -0.3545 -0.4933 2.398 2.136 0.110 0.057
O 0.3600 -2.0982 0.3190 -0.688 -0.511 -0.143 0.094
O -1.8826 -2.0962 0.1595 -2.958 -0.216 -0.483 0.161
O 3.4088 -1.1233 0.3069 -3.043 -1.026 0.036 0.028
O 2.1201 0.7197 -0.3522 2.364 -1.695 0.303 0.015
O -3.1268 2.6307 0.4034 0.815 -0.757 -1.055 -0.050
H 4.2048 0.5767 -0.2141 -0.630 0.178 -0.382 0.142
H -3.0289 2.7730 -0.5530 0.145 -0.261 0.413 0.044
H -2.5503 -1.3939 -0.1553 1.436 -1.492 0.718 0.185
H 2.5267 -1.7113 0.4774 2.237 2.298 -0.786 0.173
H 0.0422 0.2588 -0.3811 -2.201 -2.531 -0.348 0.172
H -3.7369 3.3023 0.6373 -0.956 0.991 0.637 0.007